DFT (the ωB97M-V functional and the def2-TZVPD basis) results for 17 unconnected molecules or ions with the total composition C65H158N16O17 in a non-equilibrium geometry.

The geometry in XYZ format:
```
256
Properties=species:S:1:pos:R:3:forces:R:3
C 3.845 2.964 -1.088 -0.624 -0.448 -0.586
C 7.421 1.037 -1.628 0.681 -1.520 2.416
H -0.351 1.269 -2.280 0.887 -0.756 0.615
H -4.507 2.933 6.669 -0.516 0.070 -0.522
C -4.384 -4.583 0.520 0.037 0.621 -1.149
N -5.578 1.125 3.854 -1.630 -0.061 0.981
C -7.429 4.805 -0.260 0.491 0.410 -0.419
H 5.542 -4.396 -6.437 1.459 -0.115 0.158
N 0.594 6.981 -1.097 0.066 -0.290 0.323
O 1.982 -2.657 5.235 1.086 0.448 -0.206
H 2.446 -3.380 -1.830 -0.238 0.190 0.351
N 6.582 -4.400 -6.418 -0.767 -0.893 0.659
H 7.059 -4.737 -5.593 -0.258 -0.043 -0.234
H -7.969 6.426 1.016 -0.272 0.947 0.167
H -4.120 3.072 2.911 -0.343 0.860 -1.651
O 3.897 5.731 1.072 0.989 -0.004 -0.623
H -2.046 -6.571 -2.634 -0.377 0.938 0.921
H 2.039 -4.673 -6.942 -1.124 -0.047 -0.251
H -5.711 -6.380 -3.010 0.854 0.163 0.122
C -4.897 5.282 -0.359 -0.626 0.210 0.766
H 6.869 -1.988 -8.496 -1.071 -1.413 1.010
H 6.520 -0.811 -4.573 0.859 0.024 -0.631
H 2.299 4.776 -4.514 -0.202 1.017 0.827
O -4.725 -6.892 0.129 0.050 -0.473 -0.637
H 3.437 -5.222 -2.575 0.690 0.794 -0.412
H -0.930 -5.540 6.357 -0.014 0.017 1.066
H 0.778 6.362 1.337 0.164 0.023 0.319
H 4.813 7.346 -4.500 -0.691 -0.447 0.508
H 0.387 3.917 0.040 -0.059 -1.359 -0.782
C -3.015 -4.756 1.267 -2.744 2.185 1.237
H -1.004 -0.926 1.325 0.150 0.311 -1.071
C -4.987 1.178 -3.329 2.274 -0.719 0.001
H 2.234 0.804 -1.388 2.442 1.117 -0.419
H -0.177 -2.051 5.835 0.395 1.173 -0.832
H 1.722 -0.693 2.292 -0.247 -0.100 -0.814
C -5.663 2.947 0.352 -0.959 0.858 -0.631
C -5.569 -4.733 1.522 0.164 -0.196 -0.144
O -3.709 1.121 -2.618 -0.943 -1.257 -1.232
H 0.831 -2.411 8.948 0.567 -0.393 -0.508
C 2.076 -1.411 -3.325 3.298 -0.435 -0.760
O 2.597 7.742 -3.315 0.168 0.712 0.464
H -5.468 -5.804 1.758 -0.611 0.523 0.367
N 1.402 9.131 -0.894 0.340 -0.907 -0.679
H 7.580 -1.600 1.392 1.080 -0.104 0.285
C 2.658 -5.178 4.209 -0.067 0.396 1.103
C 0.785 8.036 -0.289 0.452 2.352 0.266
C 0.831 -1.079 0.251 -0.449 -2.172 -0.711
H 4.497 7.358 -0.145 0.031 -0.319 -0.786
H -5.799 4.369 4.693 0.102 0.340 -0.182
H -1.250 -3.329 6.172 0.385 0.292 0.800
O 3.767 2.054 -1.937 0.139 -0.574 0.762
H -0.489 -3.525 -0.915 1.307 -0.256 0.932
H 4.238 3.614 0.815 -0.126 -0.568 0.048
C -8.571 4.978 -1.361 -0.046 -0.355 3.124
H -5.420 -3.057 -0.534 -0.559 0.572 -0.341
H 4.211 -6.297 -3.622 0.304 0.675 -0.326
H 0.474 5.880 3.419 0.226 -0.105 0.160
H -3.357 3.561 4.402 -0.072 0.915 0.448
H 6.409 1.067 0.472 1.016 0.059 -0.915
H 0.340 -2.957 1.334 0.693 0.597 0.105
H 0.347 -3.640 3.447 -0.058 1.081 0.256
H -5.987 -0.393 1.903 0.653 -1.256 0.796
C 1.104 -1.714 -2.255 0.720 -0.300 1.708
C -5.507 -1.045 2.713 0.083 0.924 -0.255
C 0.994 -2.623 0.502 -0.262 -0.271 0.896
O 1.372 0.467 -1.358 -2.361 0.111 -0.434
C 2.993 6.714 -3.845 -2.816 -1.378 -0.349
C 4.253 7.099 0.869 0.659 0.099 1.475
C -0.044 -5.823 6.954 1.233 -2.335 -2.327
H -4.003 -2.403 0.427 -0.910 -0.616 -0.353
C 0.827 -3.473 7.048 -0.450 -0.490 1.473
N 3.969 2.788 0.281 0.065 -0.206 -0.729
H -5.101 2.129 -3.786 -0.225 0.994 -0.457
H -3.390 -2.188 -1.907 -0.106 -0.327 0.356
H 2.084 5.036 3.296 -0.102 0.019 0.334
H 3.496 7.841 1.190 0.215 -0.651 0.171
H 5.769 -2.166 -3.864 -0.088 -0.539 0.117
H -5.441 -1.276 5.117 -0.730 -0.624 1.486
H -2.203 -4.889 0.599 0.884 0.173 -0.197
H 4.475 -1.722 -0.505 0.391 0.762 -1.020
C -7.880 5.369 1.119 -2.575 -0.723 -2.612
H 5.453 3.218 -5.750 -0.684 0.506 -0.034
C -4.775 -0.064 3.680 2.124 -0.216 -0.213
H 8.308 0.440 -3.410 -0.180 0.053 -1.003
H 1.719 9.920 -0.341 -0.316 -0.628 0.018
C -3.814 -4.224 -2.438 -0.766 -1.250 -0.186
C 1.539 -2.644 8.115 -0.583 1.913 -0.370
H 4.369 1.937 -6.039 -0.413 -0.152 0.080
H 0.562 4.189 2.881 -0.179 -0.577 0.596
H 3.387 -5.635 -6.407 -0.189 -0.131 -0.825
C 7.408 -1.362 -2.657 -0.125 0.857 0.801
H -6.714 3.406 3.502 -0.070 0.072 -0.841
C 1.075 5.132 2.899 -0.176 0.439 -1.170
H 2.040 -2.875 0.693 0.062 0.301 0.506
H -2.026 2.122 3.350 0.189 -0.855 -0.294
H -2.627 1.289 4.779 0.157 -0.036 -0.307
H 1.186 0.744 1.492 -0.601 0.569 -0.218
H 4.029 -3.493 -4.219 0.103 -0.625 0.238
N 7.158 -1.843 -1.259 -0.816 1.722 1.324
H 4.723 -0.178 -1.569 0.110 -0.552 0.690
H 4.062 1.846 0.659 0.126 0.699 -0.320
H 8.029 1.920 -1.587 0.103 0.620 0.013
H 0.608 2.159 -0.323 -0.405 1.043 -0.326
H 4.530 5.702 -4.776 -0.421 -0.372 0.047
H 0.615 -6.894 5.172 -0.387 -0.413 -0.770
H 6.453 1.247 -1.983 -1.086 0.519 -1.204
O 1.185 5.478 1.501 -0.024 0.326 -0.061
H 5.992 -2.351 1.250 0.385 0.272 0.071
H 2.022 -0.411 -3.728 -0.389 0.229 -0.381
H -8.895 6.006 -1.215 0.019 0.149 -0.916
H -3.983 6.993 -1.457 0.398 -1.290 0.617
C 6.409 -0.868 -0.280 1.629 -0.621 0.206
C -4.688 5.754 1.129 0.624 -2.557 -0.970
H -4.105 -6.820 -3.703 0.186 0.251 -0.316
H 1.990 -2.202 -4.113 -0.053 0.872 0.278
H -3.814 5.379 -2.270 0.121 0.623 1.535
H 1.501 -5.158 8.244 -0.276 0.093 0.167
H -3.840 -1.780 4.681 0.334 -0.710 -0.587
C -4.684 3.784 -0.426 1.068 -0.889 1.072
H -5.411 1.880 0.256 -0.380 0.261 -0.004
C 8.157 -0.026 -2.455 -1.487 0.386 -0.807
C -4.771 2.040 6.072 -1.650 0.884 0.303
H -4.725 3.479 -1.441 -0.047 -0.175 -1.260
O 8.462 -3.218 -6.876 -0.381 0.093 -0.537
H -3.156 -4.390 -3.292 0.528 0.493 0.156
C -3.448 -3.181 -1.421 0.862 0.073 -1.058
H -0.208 -6.788 7.495 -0.209 0.799 -0.389
C -0.674 -0.812 0.248 -0.251 0.901 1.193
H -2.438 -3.416 -1.070 -0.011 0.196 0.181
C 3.009 -4.997 -7.229 2.009 1.785 2.097
H -0.051 -5.247 3.429 -0.225 -1.588 -0.994
H -3.128 -5.549 1.977 0.309 -0.809 0.231
H -3.651 5.508 1.456 -0.744 0.041 -0.138
O -6.769 0.708 4.553 0.034 -0.162 -0.027
C 7.125 0.486 -0.180 -0.241 0.140 -1.263
C 6.214 -1.211 -3.626 -0.937 0.503 0.205
H 3.173 -1.482 -2.941 -1.756 -0.004 -0.349
H -3.605 1.899 -2.106 0.112 1.185 0.815
O 3.861 -3.776 -7.224 -0.564 -1.220 -1.552
H 0.882 -4.650 -0.384 -0.590 1.257 0.216
H -4.745 -3.940 -2.917 -0.533 -0.063 0.123
C -4.450 -0.946 4.951 -0.018 1.381 -1.432
C 6.566 -1.405 1.169 -1.982 -1.476 -1.272
H -0.766 -2.158 7.502 -0.359 -0.099 -0.519
H -3.012 -3.794 1.931 0.756 -1.516 -1.258
H -8.906 4.943 1.250 0.451 0.587 -0.035
H -1.245 -1.540 -0.325 0.062 0.173 -0.100
H -7.009 3.247 5.194 -0.495 -0.155 0.416
H -7.799 2.833 0.430 -1.212 -0.550 0.828
H 6.112 -0.739 1.892 0.086 0.410 0.068
N -4.727 -5.620 -0.543 0.004 1.033 0.410
H -6.622 7.383 -0.258 0.144 -0.553 -0.532
H 3.487 -5.577 4.815 -0.581 -0.027 0.298
O 0.399 8.122 0.889 0.136 -0.925 -0.347
H 2.540 -0.099 0.832 0.917 0.184 0.118
H -3.891 1.468 6.142 0.798 -0.939 0.011
H -5.566 3.225 1.386 -0.145 -0.147 0.668
C -4.393 -3.200 -0.263 0.895 -0.570 2.079
H 1.203 5.881 -3.666 -1.324 -0.204 0.162
C -2.488 -6.304 -1.619 -2.031 -1.534 -3.109
C -7.083 3.319 -0.167 1.303 -0.904 -1.856
H -5.663 -7.123 0.299 0.767 0.438 -0.544
H -0.771 -4.421 4.760 0.838 0.568 -1.186
H 9.167 -0.224 -2.199 0.915 -0.181 1.210
N 1.758 -3.824 6.027 0.409 -0.674 -1.826
H -5.799 0.992 -2.667 -0.741 -0.396 0.437
H -4.775 6.769 1.127 -0.217 3.016 0.279
C -0.438 -2.711 6.610 -0.556 -1.225 0.852
H 3.129 -4.334 3.717 -0.525 0.392 -0.280
O 4.074 -4.436 -4.467 -0.174 0.873 0.193
H -3.922 -0.483 5.769 -0.391 0.340 0.300
C 4.963 -0.713 -0.631 -1.693 -0.938 0.880
H -1.454 2.233 -3.171 1.197 -0.002 1.633
C 8.364 -2.424 -3.165 0.608 0.855 -0.856
H 5.362 -0.524 -3.419 0.734 -0.431 0.710
N 4.206 6.539 -4.330 2.860 0.618 -0.957
H -7.403 0.922 3.882 -0.973 -0.036 -0.245
O -6.567 6.896 -1.117 0.124 0.554 0.802
H 1.940 -6.504 6.130 0.771 -0.488 1.051
H -5.426 5.334 1.809 0.258 -0.081 0.018
H 8.062 0.352 0.351 0.185 0.037 0.187
H -2.900 5.655 -0.693 0.151 0.496 -0.700
H -0.180 -1.985 -3.834 -0.290 -0.233 -0.047
H -0.191 -4.493 8.558 0.551 -0.273 0.434
H -7.206 2.863 -1.210 0.268 0.586 1.194
C 0.562 -4.796 7.815 -1.525 1.494 0.110
C 1.348 -4.899 5.032 0.680 2.033 -1.167
H 1.915 8.933 -1.767 -0.430 0.331 0.674
H 2.966 5.610 1.224 -1.465 0.257 0.058
C 4.272 -5.226 -3.320 -0.336 -2.016 0.852
H -4.688 -7.566 -2.272 -0.059 -1.245 0.580
H 4.419 -0.224 0.205 0.566 0.349 -0.433
H -0.704 -0.632 -3.003 -0.418 1.344 0.413
C 1.008 -6.121 5.796 -1.302 -0.177 1.336
C -0.291 -1.584 -2.823 -0.267 -2.081 -0.125
H 3.610 4.496 -2.398 -0.232 0.372 -1.726
H -9.477 4.352 -1.128 1.075 0.223 -0.390
H -3.919 0.936 2.054 0.316 -0.041 -0.347
H -4.802 -1.837 2.312 -0.846 1.141 0.358
O -1.063 4.321 -1.906 -0.870 1.830 -0.314
H 3.121 -5.372 -8.210 -0.184 -0.642 -0.788
H 3.777 4.884 -0.675 -0.173 0.362 -0.979
N -6.270 5.547 -0.894 0.253 -1.396 0.438
H 3.883 3.481 -6.621 -0.532 0.960 -0.857
C 0.133 -4.461 4.095 0.594 -0.686 2.433
H -3.671 3.504 -0.048 -0.353 0.592 -0.365
H -2.883 -0.298 2.782 0.814 -0.508 -0.307
N 1.521 -0.884 -1.056 -0.568 -1.150 0.255
H 1.051 -3.751 -2.764 -0.556 -0.846 -0.625
H -5.603 1.521 6.582 0.462 0.206 -0.195
H -6.552 -4.544 1.004 1.002 -0.106 0.603
C -3.930 -5.638 -1.826 0.738 -1.369 0.498
H 2.439 -5.914 3.486 -0.249 -0.884 -1.093
H -6.278 -1.541 3.324 0.040 0.063 -0.632
H 7.022 -3.744 -1.135 0.494 -0.206 0.231
C -3.523 0.530 2.986 -1.105 -0.797 -0.344
H -2.710 -7.313 -1.300 0.076 -0.213 0.819
H 0.209 6.148 -0.676 -0.076 -0.019 -0.514
C 0.612 -3.569 -0.611 -0.682 -1.079 -2.099
N 3.699 4.236 -1.468 0.708 0.284 3.364
C 1.358 -3.216 -1.897 0.281 1.606 0.832
H -4.873 0.431 -4.131 -0.445 0.153 0.444
C -5.149 2.331 4.587 1.182 0.194 0.544
H 2.949 -2.660 5.067 -0.886 0.037 0.322
N -0.801 2.139 -2.347 -2.569 0.503 -2.720
C 4.362 3.005 -5.816 1.084 -1.161 1.853
N 2.098 5.651 -3.992 2.230 -0.093 -0.615
C 7.271 -3.431 -7.086 0.367 0.180 1.104
O 3.668 3.286 -4.559 1.021 -1.081 -0.969
N 0.216 3.083 -0.570 1.687 0.251 2.913
H 9.231 -2.377 -2.464 -0.505 -0.608 -0.826
H -0.894 0.227 -0.092 -0.052 -0.763 0.230
H 7.790 -3.326 -3.131 0.161 -0.984 0.209
H 1.124 6.940 -1.955 -0.102 -0.048 0.071
C -4.651 -6.647 -2.787 -0.688 1.595 0.400
H 5.489 -3.058 -7.910 -0.094 0.461 -0.642
H 1.848 -1.631 7.713 0.042 -1.230 0.408
H -0.987 -2.267 -2.288 0.166 0.877 -0.481
N 6.438 -2.719 -7.875 1.198 1.713 -1.506
H 5.263 -5.115 -2.838 -0.587 0.399 -0.182
H -1.748 -5.882 -1.030 1.130 1.137 1.164
H 2.350 -3.254 8.469 0.652 0.289 0.302
H 3.824 -3.339 -6.391 -0.413 0.256 1.103
C -3.821 5.889 -1.242 -0.485 0.580 -1.401
C -6.243 3.409 4.461 0.785 -0.641 0.962
H 5.183 7.182 1.470 -0.583 0.596 -0.371
C -0.588 3.253 -1.608 0.396 -1.249 -0.851
H 3.870 2.520 -3.965 -0.445 0.993 0.000
C 1.583 -0.230 1.287 0.080 -1.040 0.561
C -3.875 2.785 3.884 -0.111 -1.364 1.167
H -7.418 5.148 2.012 1.719 -0.727 1.568
O 6.395 -3.041 -1.276 -0.853 0.198 -0.300
H -5.507 -4.197 2.499 0.134 -0.032 -0.989
C -2.910 1.625 3.773 0.944 1.052 0.632
H 8.643 -2.317 -4.241 0.057 0.232 0.817
H -8.026 4.724 -2.247 -0.442 0.196 -0.890
```
Forces are in eV/Å.

Output
2S+1 ... 1
E_tot ... -4726.33993 Ha
Charge ... 0

Löwdin population analysis, charges in e, atoms 1 to 6: atom 1 (C): -0.613, atom 2 (C): -0.132, atom 3 (H): 0.029, atom 4 (H): 0.096, atom 5 (C): -0.457, atom 6 (N): -0.074

=====

DFT (the ωB97M-V functional and the def2-TZVPD basis) results for 5 unconnected molecules or ions with the total composition C20H51N2O16P3 in a non-equilibrium geometry.

The geometry in XYZ format:
```
92
Properties=species:S:1:pos:R:3:forces:R:3
C -4.657 6.939 1.511 1.968 0.376 -1.375
H 0.252 1.092 0.679 0.776 0.299 0.107
O 9.254 -2.533 -4.771 -2.333 0.621 0.518
H -6.384 0.896 6.070 -0.030 -0.376 -0.210
H -6.529 7.231 0.627 -0.168 0.151 -0.433
H 11.460 -1.719 -3.860 0.065 -0.155 -0.005
H -3.024 -0.746 8.895 -0.643 -0.344 -0.573
H 11.638 -3.484 -4.207 0.379 0.195 0.420
O -3.949 -0.801 5.118 -0.602 -1.112 1.144
H -5.135 -2.690 3.105 -0.133 -0.086 -0.197
H -1.208 -2.551 7.060 -0.046 -0.443 0.693
O -5.311 -1.297 7.345 2.898 -1.711 -1.434
C -6.156 3.328 -0.985 -0.823 -0.514 1.257
H 6.154 -1.561 -7.146 0.019 -0.157 0.739
O -3.199 -2.589 6.853 -1.660 0.122 -1.467
H -4.928 7.090 2.556 -0.595 -0.412 -0.266
N 2.020 0.247 1.682 0.561 -1.348 -0.399
C 8.593 0.094 -2.582 0.665 0.464 0.827
H 7.706 -0.252 -2.051 -0.488 -0.306 -0.983
C -6.738 0.574 7.049 0.588 -0.120 0.223
H -4.209 7.878 1.189 -0.077 0.231 -0.054
H 7.072 -3.399 -8.524 0.243 0.348 -0.265
C 7.231 -1.566 -7.315 -0.543 -0.239 -1.158
H -7.708 1.050 7.200 -0.131 -0.416 0.175
H 7.572 -3.649 -6.891 0.264 -0.074 0.093
H -6.148 5.604 0.984 -0.071 -0.468 -0.472
C -6.640 -0.967 7.246 -2.224 2.136 -0.508
O -5.314 -3.029 5.483 0.373 1.237 1.697
H 0.256 -0.630 0.765 0.505 -0.235 0.348
H -7.126 2.247 -2.551 0.086 0.237 -0.142
H 10.374 -1.584 -6.175 0.172 -0.222 -0.420
H 1.354 -6.283 0.214 -0.063 0.259 0.010
C 9.772 -0.472 -1.792 -0.206 0.138 -0.513
O 8.660 -0.093 -4.019 -0.136 -0.694 -0.118
H -3.335 5.951 -3.534 0.075 0.475 0.275
H -2.450 -2.325 9.420 0.294 -0.035 -0.203
H 10.718 -0.120 -2.204 0.052 -0.072 0.097
H 12.556 -2.271 -5.151 -0.002 -0.101 -0.024
C -2.255 -1.501 8.733 0.710 0.990 -0.129
H -3.420 6.964 -4.993 -0.135 0.395 0.270
C -5.314 6.521 -4.049 -0.717 0.626 -1.589
H -5.661 -4.787 4.451 -0.212 -0.038 1.123
H -5.433 7.512 -3.609 0.155 -0.144 0.478
P -6.583 5.835 -1.847 -0.317 0.305 -0.900
O -7.710 6.788 -2.076 1.760 -1.309 0.826
H -5.913 6.563 -4.959 -0.217 0.055 -0.088
O 6.770 -1.838 -4.102 1.895 0.160 -0.846
H -3.973 -4.570 5.083 -0.307 -0.182 0.393
H 10.518 -3.394 -6.219 -0.588 0.067 -0.099
H 0.738 -6.888 -1.248 0.497 -0.597 -0.318
C -6.117 2.431 -2.184 0.363 0.172 0.097
C -3.930 6.194 -4.414 2.343 -0.416 -0.223
H 2.478 -6.233 -1.091 0.051 -0.835 -0.383
H -7.171 -1.432 6.415 0.207 -0.455 0.023
H -5.705 1.458 -1.915 0.303 0.091 -0.100
O 3.138 -8.654 -0.276 -0.531 0.776 0.175
H -5.186 3.659 -0.614 0.141 0.100 -0.296
O 7.969 -0.933 -6.268 0.336 0.064 1.239
P 8.047 -1.383 -4.727 -0.302 -1.629 -0.182
C 11.624 -2.478 -4.626 -0.790 -0.274 -0.734
O -7.035 4.426 -1.209 0.126 2.030 -1.290
H -5.493 2.973 -2.895 -0.173 -0.574 -0.528
H -1.719 -1.028 6.685 -1.046 0.341 -0.341
C -2.049 -1.889 7.267 0.909 0.224 1.181
H -4.675 -4.291 2.492 0.109 -0.091 0.158
C -4.856 -4.085 4.668 0.420 -0.393 -1.554
O 1.209 -8.642 0.647 -1.235 -0.594 1.209
C 1.664 -6.828 -0.677 -0.148 0.872 1.763
H -6.015 1.013 7.737 -0.179 0.151 0.253
P -4.394 -1.833 6.095 -0.473 0.260 -0.200
H -3.489 -3.204 3.284 0.070 -0.027 -0.293
O 2.365 1.289 2.146 -0.364 1.584 0.383
H 7.329 -0.845 -8.127 0.305 -0.201 -0.217
N 2.052 -8.145 -0.024 1.439 0.121 -2.455
O -5.824 5.462 -3.286 -1.224 -0.438 3.688
H 8.763 -2.900 -7.999 -0.122 -0.408 -0.275
H -6.669 2.862 -0.144 0.287 -0.407 0.088
H 8.608 1.176 -2.450 -0.033 0.014 -0.238
H 9.646 -0.075 -0.785 0.187 -0.032 0.096
H 9.765 -1.560 -1.727 0.011 0.010 -0.147
C -4.517 -3.568 3.292 0.588 0.942 -0.296
H -3.749 5.308 -5.023 -0.885 -0.250 -0.173
H 1.459 0.093 -0.292 -0.207 0.318 -0.021
C 7.706 -2.982 -7.742 -0.188 1.087 1.203
H -1.412 -0.876 9.026 0.596 -0.580 0.363
O 2.630 -0.794 1.901 -1.015 -0.021 -0.441
H -7.113 -1.269 8.181 -0.066 0.012 -0.038
H -3.828 6.235 1.440 0.088 -0.192 0.387
O -5.371 6.314 -0.825 -0.318 -0.381 -1.262
C -5.722 6.503 0.539 -1.977 0.259 1.828
C 10.414 -2.507 -5.595 1.126 1.396 0.993
C 0.916 0.228 0.644 -0.260 -0.601 0.030
```
Forces are in eV/Å.

Output
2S+1 ... 1
SMILES ... CCOP(=O)(OCC)OCC.CCOP(=O)(OCC)OCC.CCOP(=O)(OCC)OCC.C[N+](=O)[O-].C[N+](=O)[O-]
E_tot ... -3130.08754 Ha
Charge ... 0

Löwdin population analysis, charges in e, atoms 1 to 6: atom 1 (C): -0.077, atom 2 (H): 0.093, atom 3 (O): -0.219, atom 4 (H): 0.069, atom 5 (H): 0.119, atom 6 (H): 0.055